The following is a DFT calculation (the ωB97M-V functional and the def2-TZVPD basis) of C4H12N2S in the gas phase in a non-equilibrium geometry.

Calculated values
SMILES: NCNCCCS
Molar mass, u: 120.2
Total energy, eV: -18155.7171
Energy relative to the best compared isomer or geometry (same formula, charge and spin), eV: 2.301
Orbital gap, eV: 9.64
HOMO, eV: -8.8115

Last column: Löwdin charge in e.
CARTESIAN COORDINATES (ANGSTROEM)
C1 0.417 -0.557 -0.237  -0.255
N1 0.742 0.431 -1.298  -0.092
C2 -0.161 0.616 -2.423  -0.306
N2 -1.626 0.525 -2.227  -0.004
C3 0.191 0.006 1.153  -0.294
C4 0.880 -0.873 2.210  -0.648
S1 -0.047 -1.072 3.693  0.670
H1 -0.641 -1.131 -0.671  0.170
H2 1.077 -1.383 -0.381  0.080
H3 0.970 1.277 -0.758  0.095
H4 0.126 -0.134 -3.228  0.119
H5 0.096 1.629 -2.726  0.099
H6 -2.251 0.979 -2.826  0.032
H7 -2.059 0.616 -1.337  0.042
H8 0.487 1.074 1.194  0.105
H9 -0.936 0.073 1.411  0.112
H10 1.252 -1.809 1.732  0.085
H11 1.901 -0.397 2.378  0.092
H12 -0.418 0.132 4.342  -0.100

=====

The following is a DFT calculation (the ωB97M-V functional and the def2-TZVPD basis) of 2 unconnected molecules or ions with the total composition C4H12N2S in a non-equilibrium geometry.

Calculated values
Molar mass, u: 120.2
Total energy, eV: -18154.1079
Energy relative to the best compared isomer or geometry (same formula, charge and spin), eV: 3.911
Orbital gap, eV: 7.53
HOMO, eV: -8.5125

Last column: Löwdin charge in e.
CARTESIAN COORDINATES (ANGSTROEM)
C1 0.725 1.357 -0.659  -0.285
N1 1.534 0.466 0.187  -0.063
C2 0.942 -0.486 1.090  -0.384
N2 2.045 -1.235 1.737  -0.001
C3 -0.082 0.583 -1.687  -0.307
C4 -1.182 -0.434 -1.334  -0.650
S1 -2.027 -0.099 0.230  0.618
H1 -0.004 1.897 -0.069  0.059
H2 1.329 2.162 -1.167  0.130
H3 2.276 0.932 0.762  0.128
H4 0.223 -1.205 0.725  0.050
H5 0.392 -0.100 1.958  0.093
H6 2.326 -1.997 1.129  0.064
H7 2.013 -1.384 2.726  0.051
H8 -0.258 1.223 -2.640  0.131
H9 0.751 -0.051 -2.137  0.116
H10 -2.054 -0.391 -2.056  0.065
H11 -0.826 -1.427 -1.188  0.037
H12 -2.374 1.699 -0.661  0.148

=====

The following is a DFT calculation (the ωB97M-V functional and the def2-TZVPD basis) of C4H12N2S in the gas phase in a non-equilibrium geometry.

Calculated values
SMILES: NC[C@@H](N)CCS
Molar mass, u: 120.2
Total energy, eV: -18157.5934
Energy relative to the best compared isomer or geometry (same formula, charge and spin), eV: 0.425
Orbital gap, eV: 10.01
HOMO, eV: -9.1652

Last column: Löwdin charge in e.
CARTESIAN COORDINATES (ANGSTROEM)
N1 1.283 1.558 -0.553  0.045
C1 0.436 0.458 -0.068  -0.437
C2 -1.024 0.630 -0.553  -0.253
C3 -1.975 -0.324 0.116  -0.530
S1 -2.194 -0.053 1.950  0.677
C4 1.024 -0.915 -0.354  -0.237
N2 2.473 -0.975 0.060  -0.001
H1 1.859 1.261 -1.324  0.072
H2 1.844 1.950 0.180  0.062
H3 0.308 0.674 1.006  0.114
H4 -1.251 1.693 -0.474  0.110
H5 -1.025 0.434 -1.635  0.115
H6 -2.997 -0.245 -0.235  0.057
H7 -1.731 -1.369 -0.064  0.060
H8 -3.496 0.201 1.848  -0.168
H9 0.485 -1.738 0.138  0.104
H10 0.872 -1.194 -1.403  0.111
H11 2.534 -0.234 0.744  0.043
H12 2.576 -1.812 0.621  0.055

=====

The following is a DFT calculation (the ωB97M-V functional and the def2-TZVPD basis) of 2 unconnected molecules or ions with the total composition C4H12N2S in a non-equilibrium geometry.

Calculated values
Molar mass, u: 120.2
Total energy, eV: -18152.6323
Energy relative to the best compared isomer or geometry (same formula, charge and spin), eV: 5.386
Orbital gap, eV: 6.53
HOMO, eV: -8.9867

Last column: Löwdin charge in e.
CARTESIAN COORDINATES (ANGSTROEM)
C1 0.817 0.603 -0.768  -0.323
N1 -0.289 -0.263 -0.439  -0.141
C2 -0.977 0.177 0.850  -0.250
C3 -2.488 -0.267 0.921  -0.581
S1 -3.418 -0.177 -0.662  0.564
C4 2.093 0.353 0.028  -0.280
N2 2.592 -1.037 -0.270  -0.057
H1 0.608 1.714 -0.775  0.119
H2 1.140 0.484 -1.785  0.100
H3 -1.739 0.574 -2.165  0.229
H4 -0.453 -0.309 1.632  0.093
H5 -0.801 1.257 0.807  0.102
H6 -3.005 0.147 1.790  0.064
H7 -2.456 -1.337 1.188  0.058
H8 3.007 0.842 -0.335  0.100
H9 1.940 0.532 1.121  0.106
H10 1.766 -1.614 -0.635  0.072
H11 -1.183 -0.172 -1.155  -0.054
H12 2.846 -1.505 0.652  0.076